ORCA calculation (ωB97M-V with the def2-TZVPD basis set) on C3H5NOS2 in the gas phase.

Structure (XYZ):
```
12
Properties=species:S:1:pos:R:3:forces:R:3:nbo_charge:R:1
C 0.342913 -1.614496 1.475094 0.285 -2.890 1.024 -0.7863
S 0.169686 -1.441849 -0.348033 0.216 -0.600 1.442 0.4211
C -0.451706 0.116321 -0.427794 -2.008 1.350 -1.620 -0.1317
S -1.640055 0.510550 -1.571694 1.163 -0.564 0.785 -0.1033
N -0.117880 1.156754 0.423389 -1.166 2.140 -0.187 -0.6648
C 1.089150 1.577421 0.925323 3.707 -0.303 1.251 0.5290
O 2.113751 0.877906 1.114448 -3.237 1.844 -0.749 -0.5780
H 0.444597 -2.779541 1.617067 -0.290 2.067 -0.411 0.2386
H 1.317441 -1.248602 1.830712 -0.651 0.373 -0.141 0.2576
H -0.543855 -1.351887 2.145321 1.155 0.125 -1.391 0.2433
H -0.797931 1.954155 0.213482 1.335 -1.382 0.528 0.4319
H 1.138649 2.730646 1.194011 -0.508 -2.160 -0.532 0.1426
```
Forces are in eV/Å.

Summary:
highest occupied orbital energy = -0.322 Eh
ΔE to the lowest compared entry with this formula, charge and spin = 107.5 kJ/mol
total charge = 0
SMILES string = CSC(=S)NC=O

=====

ORCA calculation (ωB97M-V with the def2-TZVPD basis set) on C4H6O in the gas phase.

Structure (XYZ):
```
11
Properties=species:S:1:pos:R:3:forces:R:3:nbo_charge:R:1
C -0.388872 -0.207434 -1.899980 -1.235 -2.222 1.301 -0.3819
C -0.436427 -0.276179 -0.545168 0.951 0.888 -2.694 -0.1782
C 0.472382 0.419574 0.424986 0.641 -0.093 -1.490 -0.5812
C 0.200065 0.039623 1.813858 -0.183 0.222 1.582 0.4518
O 0.950816 0.234445 2.740457 -0.328 -0.263 -0.448 -0.5076
H -0.987310 -0.984673 -2.517024 0.866 1.800 1.059 0.2085
H 0.302500 0.420494 -2.401767 0.533 0.436 -0.510 0.1919
H -1.155292 -0.901695 -0.132306 -1.208 -1.269 0.782 0.1886
H 1.523094 0.141823 0.195466 -0.459 0.546 0.138 0.2522
H 0.332851 1.501852 0.344972 0.306 0.061 0.069 0.2584
H -0.813807 -0.387830 1.976508 0.116 -0.108 0.212 0.0975
```
Forces are in eV/Å.

Summary:
highest occupied orbital energy = -0.367 Eh
ΔE to the lowest compared entry with this formula, charge and spin = 68.3 kJ/mol
total charge = 0
SMILES string = C=CCC=O

=====

ORCA calculation (ωB97M-V with the def2-TZVPD basis set) on 2 unconnected molecules or ions with the total composition C2H4N2S.

Structure (XYZ):
```
9
Properties=species:S:1:pos:R:3:forces:R:3:nbo_charge:R:1
C 2.015839 0.797612 -0.479494 1.127 -3.146 1.877 0.1630
N 2.236393 -0.272972 -0.022689 -0.828 3.625 -2.423 -0.4105
S 2.220209 -1.813935 0.254451 0.143 -1.367 0.872 0.0028
H 2.215837 1.611156 -1.109855 -0.069 0.797 -0.222 0.2380
C -1.304851 -0.465035 0.189394 -1.496 1.173 2.187 -0.0146
N -0.588438 0.297320 -0.480964 0.488 1.909 -0.065 -0.6424
H -1.317901 -0.179403 1.310173 0.469 -1.601 -1.370 0.1674
H -2.143142 -1.058993 -0.182686 0.129 -0.225 -0.078 0.1489
H -0.824591 0.512488 -1.435176 0.037 -1.164 -0.779 0.3474
```
Forces are in eV/Å.

Summary:
highest occupied orbital energy = -0.302 Eh
ΔE to the lowest compared entry with this formula, charge and spin = 323.0 kJ/mol
total charge = 0
SMILES string = C#[N+][S-].C=N

=====

ORCA calculation (ωB97M-V with the def2-TZVPD basis set) on a molecular structure, C36H56N11OPSSn.

Structure (XYZ):
```
107
Properties=species:S:1:pos:R:3:forces:R:3:mulliken_charge:R:1
Sn 0.420725 -1.063941 -0.864463 -0.123 1.224 0.948 1.6375
N 0.692736 -4.711884 2.001352 -0.264 0.201 -0.329 -0.0623
C 1.892519 -4.236997 2.439611 0.480 0.342 0.076 -0.8540
C 2.129588 -3.086362 1.740809 0.359 -0.181 0.412 -0.6828
N 1.097632 -2.860278 0.892653 -0.972 0.487 -0.934 0.5322
C 0.238103 -3.849971 1.061638 0.451 -0.060 0.351 -0.2081
C -0.981310 -3.927023 0.317287 -0.506 -0.116 -0.221 0.1181
N -1.243331 -3.099691 -0.678389 1.260 0.459 0.309 0.3447
C -2.460950 -3.437010 -1.158423 -0.491 -0.352 -0.075 -0.7150
C -2.959347 -4.484508 -0.433120 -0.191 0.227 -0.485 -0.7624
N -2.010585 -4.787944 0.498573 0.361 0.142 0.062 -0.0987
H 0.267343 -5.572915 2.306183 -0.008 0.051 -0.020 0.1958
H 2.462518 -4.735574 3.197825 0.092 -0.071 0.085 0.4236
H 2.958309 -2.410637 1.804710 0.182 0.088 0.057 0.5990
H -2.888276 -2.910697 -1.986500 -0.205 0.035 -0.135 0.5859
H -3.884171 -5.020108 -0.500326 -0.141 -0.107 -0.046 0.4667
H -2.080590 -5.537770 1.170794 0.016 0.134 -0.045 0.2016
C 4.853964 -2.020582 -4.868965 0.028 -0.104 0.222 -0.9749
C 4.874657 -2.691721 -3.498512 -0.191 -0.336 -0.641 -0.9559
N 4.968857 -1.735412 -2.419529 -0.376 0.117 0.064 0.1528
C 6.303505 -1.303685 -2.030091 0.528 0.193 0.403 -0.6803
C 6.813763 -2.064029 -0.811883 -0.072 0.077 -0.205 -1.1342
C 3.925983 -1.171254 -1.821480 -0.430 -0.147 0.071 0.5942
S 2.342235 -1.505183 -2.568353 -1.444 -0.001 0.476 -0.2053
N 4.181307 -0.350717 -0.852425 0.392 0.346 0.384 -0.1269
C 3.397995 0.280741 0.009992 0.378 -0.307 -0.333 -0.4548
O 2.196305 0.017071 0.255306 -1.394 -0.380 -0.155 -0.4167
C 4.085746 1.316925 0.799640 -0.102 0.322 0.341 0.3717
C 3.337780 2.332244 1.394149 -0.005 -0.145 -0.049 -0.0265
C 3.958828 3.283343 2.180569 -0.055 0.023 0.021 -0.8908
C 5.326117 3.213619 2.396992 -0.012 0.026 0.048 -0.4124
C 6.076246 2.211223 1.805344 0.124 -0.020 0.023 -0.8595
C 5.465631 1.268988 1.001862 -0.221 -0.015 -0.079 -0.1441
H 4.787198 -2.779676 -5.641286 0.004 -0.074 -0.141 0.4065
H 5.757334 -1.440622 -5.035583 0.078 0.084 -0.039 0.3436
H 3.993262 -1.362563 -4.951966 -0.070 0.105 -0.074 0.2627
H 5.739062 -3.355431 -3.425672 -0.140 -0.024 0.102 0.4265
H 3.962431 -3.281491 -3.369476 0.239 -0.061 0.047 0.4136
H 6.254362 -0.237621 -1.799170 0.086 -0.121 -0.167 0.4546
H 6.971364 -1.454904 -2.877778 -0.115 -0.010 -0.068 0.4662
H 6.190525 -1.850636 0.052222 -0.036 0.010 0.095 0.2383
H 7.834025 -1.759050 -0.595819 0.096 -0.022 0.059 0.3589
H 6.801568 -3.135810 -0.991848 0.064 -0.139 -0.003 0.4008
H 2.273114 2.364537 1.218608 -0.127 0.026 0.010 0.4650
H 3.383188 4.076243 2.633264 -0.075 0.064 0.028 0.4544
H 5.807196 3.935828 3.037390 0.059 0.118 0.033 0.4240
H 7.140599 2.161019 1.978999 0.076 -0.005 0.007 0.4309
H 6.040342 0.480670 0.546835 0.090 -0.100 -0.067 0.3787
C -0.665816 -0.474694 -6.611396 0.004 0.024 -0.005 -1.1259
C -1.578845 -1.258845 -5.658799 -0.248 -0.043 -1.052 -0.3164
C -1.158806 -1.114989 -4.298827 0.174 0.055 0.953 0.2005
N -0.812096 -0.993375 -3.212071 0.320 -0.193 0.398 -0.3501
H -1.018120 -0.597226 -7.632663 -0.008 -0.012 0.005 0.3549
H 0.355387 -0.843305 -6.551010 0.050 0.019 -0.016 0.3025
H -0.673984 0.585407 -6.367830 0.022 0.020 -0.011 0.3444
H -1.559112 -2.324071 -5.911839 -0.097 0.101 0.084 0.2729
H -2.611010 -0.904941 -5.748318 0.084 -0.115 0.080 0.2905
N -0.959439 0.522511 -0.374098 2.667 -2.067 -1.735 -0.4204
P -1.964400 0.837016 0.785731 -1.287 1.019 0.427 -0.9053
N -2.628550 2.269974 0.122710 -0.048 -1.435 1.096 0.4901
C -3.105872 2.302856 -1.241076 -0.376 0.010 -0.611 -0.6064
C -4.333362 3.218828 -1.386252 0.106 -0.216 0.072 -0.7474
C -4.179233 4.471496 -0.519300 0.152 0.121 -0.086 -0.6857
C -2.697559 4.715592 -0.253054 -0.315 -0.093 0.128 -0.9515
C -2.152222 3.561309 0.585426 0.515 0.528 0.450 0.0871
N -1.306751 1.272549 2.238453 -0.323 -0.516 -0.489 1.6890
C -0.092809 0.554289 2.636112 0.372 -0.162 -0.077 0.2832
C 0.551236 1.231502 3.846844 -0.007 0.134 -0.088 -1.0492
C 0.320566 2.734120 3.745960 0.014 -0.063 0.186 -0.3069
C -1.169979 3.027636 3.939648 0.005 -0.007 -0.095 -1.0894
C -2.011662 1.877454 3.362445 -0.211 0.339 0.169 -1.1701
N -3.105510 -0.353956 1.053034 0.889 0.343 -0.055 0.5422
C -3.987083 -0.794346 -0.008751 -0.294 0.172 -0.387 -0.5857
C -5.365908 -0.154504 0.143017 -0.027 -0.233 -0.002 -0.4367
C -5.968451 -0.568368 1.484479 0.082 0.302 0.029 -1.0656
C -5.007206 -0.211586 2.616146 0.031 -0.227 -0.006 -0.5242
C -3.618094 -0.785009 2.342883 -0.051 0.246 0.457 -0.8986
H -3.334235 1.294163 -1.574914 0.012 0.053 -0.102 0.0806
H -2.308878 2.686187 -1.885915 0.055 -0.188 -0.078 0.6235
H -5.244940 2.685614 -1.117448 -0.023 -0.021 -0.050 0.1758
H -4.416262 3.492723 -2.438054 -0.032 -0.008 -0.064 0.4425
H -4.691704 4.336137 0.435256 -0.035 0.034 0.026 0.2940
H -4.624549 5.334179 -1.012976 -0.076 -0.002 0.063 0.4164
H -2.552251 5.643620 0.300019 0.087 -0.020 -0.003 0.4646
H -2.164429 4.813048 -1.198677 0.094 0.026 -0.002 0.3838
H -2.494058 3.692262 1.612265 0.058 0.177 -0.020 -0.0039
H -1.058287 3.583197 0.594401 0.091 0.063 0.035 -0.0150
H 0.592204 0.589011 1.788567 0.070 -0.032 0.129 -0.2881
H -0.303691 -0.502366 2.855828 -0.038 -0.029 0.040 -0.1648
H 1.614762 0.993320 3.868644 0.002 -0.062 -0.001 0.5548
H 0.110731 0.864580 4.777001 0.067 -0.047 0.013 0.4044
H 0.642735 3.078719 2.760961 0.033 0.051 -0.001 0.0512
H 0.907002 3.266042 4.494075 0.038 0.045 -0.043 0.4590
H -1.413912 3.978431 3.466390 -0.100 -0.001 0.036 0.3400
H -1.400545 3.119340 5.001743 -0.017 0.045 0.015 0.4737
H -2.994188 2.223696 3.036364 0.020 -0.042 0.061 0.4366
H -2.173265 1.133949 4.152683 -0.069 -0.014 -0.127 0.5860
H -4.098634 -1.881647 0.074427 0.051 0.057 -0.065 0.2231
H -3.516538 -0.571649 -0.967659 -0.100 -0.109 -0.045 0.2292
H -6.011886 -0.468570 -0.678407 -0.024 0.075 -0.049 0.4366
H -5.265912 0.932066 0.117699 0.004 0.007 -0.100 -0.0246
H -6.157674 -1.643569 1.486820 -0.041 -0.097 0.004 0.3381
H -6.922286 -0.065401 1.645275 -0.047 -0.084 -0.038 0.4646
H -5.378486 -0.597597 3.565659 -0.005 0.034 0.071 0.4604
H -4.934670 0.874428 2.701885 0.014 0.060 0.039 0.1651
H -3.676231 -1.881144 2.316569 0.017 0.010 0.027 0.5109
H -2.920638 -0.514844 3.132361 0.027 -0.036 -0.013 0.3765
```
Forces are in eV/Å.

Summary:
highest occupied orbital energy = -0.461 Eh
ΔE to the lowest compared entry with this formula, charge and spin = 188.4 kJ/mol
total charge = +2